The following is a quantum chemistry calculation of C18H23FN6O4 in the gas phase, from OMol25.

Computed properties:
net charge = 0
gap between HOMO and LUMO = 9.49 eV
ΔE to the lowest compared entry with this formula, charge and spin = 14.6 kJ/mol
SMILES = Cc1nccn1[C@H](C)C(=O)NC[C@@H]1CCCN(C(=O)c2nc(O)nc(O)c2F)C1
calculated total energy = -38889.4235 eV

Structure (XYZ):
```
52
Properties=species:S:1:pos:R:3:forces:R:3
C -2.6777 -1.4433 -0.1465 0.00 0.00 0.01
C -2.2486 -0.0268 -0.3249 -0.02 0.00 0.02
N -2.0418 0.5722 -1.4759 0.01 -0.01 -0.01
C -1.7265 1.8731 -1.1685 0.01 0.01 0.01
C -1.7357 2.0599 0.1798 0.00 -0.01 0.01
N -2.0696 0.8355 0.7193 0.00 0.00 -0.01
C -2.2316 0.5379 2.1361 0.03 0.00 0.00
C -3.1321 1.5449 2.8275 -0.01 0.00 0.00
C -0.8723 0.4217 2.8517 0.00 -0.01 0.00
O -0.6532 1.0245 3.8858 0.00 0.00 0.00
N 0.0137 -0.4263 2.2762 0.01 0.02 -0.01
C 1.2909 -0.7402 2.8956 -0.01 -0.01 0.01
C 2.5247 -0.2014 2.1630 0.01 -0.01 -0.01
C 2.4252 1.3122 1.8670 -0.01 0.01 0.01
C 2.4655 1.5986 0.3672 -0.01 -0.01 -0.01
C 1.5205 0.6771 -0.3877 -0.19 -0.04 0.03
N 1.9060 -0.7335 -0.1780 0.22 0.00 0.00
C 1.9495 -1.6148 -1.2143 0.15 0.17 -0.15
O 2.7008 -2.5672 -1.2692 -0.17 -0.14 0.12
C 0.9741 -1.3853 -2.3503 0.00 0.02 0.00
N -0.1958 -2.0261 -2.2770 -0.01 0.01 0.00
C -0.9898 -1.8683 -3.3167 0.02 0.00 0.01
O -2.1622 -2.5164 -3.2642 0.01 -0.01 -0.01
N -0.7552 -1.1527 -4.4147 0.01 0.01 0.00
C 0.3961 -0.5155 -4.4706 -0.01 -0.01 -0.01
O 0.6801 0.2325 -5.5382 0.00 0.00 0.01
C 1.3179 -0.6188 -3.4334 0.01 0.00 0.00
F 2.4920 0.0330 -3.4892 -0.01 -0.01 0.00
C 2.8545 -1.0020 0.9067 0.00 0.01 0.00
H -2.7935 -1.8950 -1.1258 0.00 0.00 0.01
H -1.9455 -2.0375 0.4046 0.00 0.00 -0.01
H -3.6312 -1.5037 0.3832 0.00 0.01 0.00
H -1.5103 2.5990 -1.9351 0.00 0.00 0.00
H -1.5391 2.9219 0.7931 0.00 0.00 0.00
H -2.6902 -0.4514 2.1885 0.00 0.00 0.00
H -3.2935 1.2466 3.8607 0.00 0.00 0.00
H -2.6771 2.5336 2.8431 0.00 0.00 0.00
H -4.0895 1.5990 2.3102 0.00 0.00 0.00
H -0.2120 -0.8483 1.3892 0.00 0.00 -0.01
H 1.2487 -0.3121 3.8957 0.00 0.00 0.00
H 1.3739 -1.8256 2.9962 0.01 0.00 0.01
H 3.3608 -0.3788 2.8448 -0.01 -0.01 0.01
H 1.4913 1.7019 2.2793 0.00 -0.01 0.00
H 3.2288 1.8510 2.3702 0.01 0.00 -0.01
H 2.1733 2.6309 0.1679 -0.01 0.00 0.00
H 3.4781 1.4773 -0.0258 0.01 0.01 0.01
H 0.4992 0.8427 -0.0445 -0.02 0.00 0.01
H 1.5459 0.9128 -1.4488 0.00 -0.01 0.01
H -2.6578 -2.2722 -4.0563 0.00 0.00 -0.01
H -0.0804 0.1767 -6.1340 0.00 0.00 0.00
H 3.8741 -0.7821 0.5737 0.00 0.00 0.00
H 2.8266 -2.0710 1.1135 0.00 0.00 0.00
```
Forces are in eV/Å.